# C24H43N2P3SeZr

A structure of composition C24H43N2P3SeZr in a non-equilibrium geometry (ωB97M-V/def2-TZVPD, OMol25).

```
74
C24H43N2P3SeZr ωB97M-V/def2-TZVPD
H 1.03 3.61 -2.93
C 3.58 0.15 -4.90
H -4.13 -1.74 -1.45
C -2.36 2.42 2.61
H -2.62 3.05 1.75
C 0.15 -2.92 1.46
C -1.02 -4.94 0.91
C 0.64 -3.51 2.61
H 0.46 0.08 -2.72
H -1.13 2.78 -3.62
C -1.18 1.87 -3.00
C 1.89 0.91 0.46
H 1.97 2.17 -2.42
H 1.48 2.83 2.70
H -2.28 3.34 -0.70
H 0.27 3.94 2.02
H 1.78 3.56 -1.31
H -1.22 -0.17 3.92
H -4.05 1.49 0.49
H 2.09 -2.76 4.03
H -2.22 1.61 -2.78
C -3.05 -1.53 -1.53
H -2.50 -2.47 -1.44
H -0.74 -6.58 2.30
C -1.24 3.65 -0.85
P -2.66 -0.38 -0.17
H -3.88 1.40 -1.28
C 0.30 -4.81 2.98
C 4.68 -0.97 -3.03
H 1.85 0.03 -0.31
C -0.68 -3.61 0.57
P -0.28 2.21 -1.45
C -4.02 0.81 -0.37
Se 0.63 -1.37 -2.29
H 0.19 3.51 3.77
H 5.56 -1.21 -2.42
H -4.29 -1.55 1.11
H -0.74 1.04 -3.57
C -0.56 0.71 3.97
C 2.32 -0.21 -4.43
H 1.38 0.05 -4.95
H 3.33 -2.17 -1.78
H -2.82 -1.07 -2.49
H -2.66 -2.27 1.34
H 3.68 0.46 1.62
C -0.49 -5.53 2.08
H 3.50 2.22 1.03
H -3.11 1.62 2.68
H -1.03 -3.11 -0.34
C 1.27 2.95 -2.08
C 1.60 -1.50 2.42
C 3.44 -1.44 -2.60
H -2.39 3.03 3.52
C 2.28 -1.00 -3.26
N 1.55 -2.61 3.18
H 2.32 -0.70 2.55
C -3.23 -1.34 1.27
H -1.19 4.41 -1.65
H 3.70 0.69 -5.86
C 0.42 3.13 2.76
H 1.12 1.79 0.43
H -4.95 0.24 -0.44
C 4.74 -0.18 -4.18
H -0.82 1.35 4.83
Zr -0.10 0.17 0.40
N 0.74 -1.63 1.38
H -0.83 4.06 0.08
H 0.70 -5.21 3.92
P -0.68 1.69 2.42
H -3.08 -0.78 2.21
C 3.07 1.21 1.12
H -1.64 -5.53 0.23
H 0.47 0.32 4.09
H 5.70 0.18 -4.60
```

HOMO   -19.04 eV
Charge   +4
M   622.7 Da
Electronic energy   -123017.25858 eV
Frontier orbital gap   4.6 eV
Energy relative to the best compared isomer or geometry (same formula, charge and spin)   0.0 kJ/mol


# C24H44BN4O7S2

A cluster of 3 separate species, C24H44BN4O7S2 in total in a non-equilibrium geometry (ωB97M-V/def2-TZVPD, OMol25).

```
82
C24H44BN4O7S2 ωB97M-V/def2-TZVPD
C 4.07 2.87 -4.99
N 0.15 -1.07 0.40
C 3.88 -0.49 -7.31
H 5.97 -0.25 -5.46
C -4.27 -0.36 5.32
C -1.84 -0.27 -0.64
C 0.28 0.18 -1.63
H -4.26 -0.11 7.46
C 3.30 4.09 -4.48
H 2.29 2.54 -2.15
C -3.84 -0.82 6.73
H -5.12 -1.44 3.65
C -3.00 -0.92 2.25
H -3.10 2.41 1.63
O 2.53 0.89 -4.17
H -0.96 -1.90 5.60
H -0.03 0.33 3.68
H 3.36 0.21 -6.65
S 3.74 1.60 -3.78
H 2.24 3.96 -4.68
C 3.33 2.71 -2.42
O 5.18 1.79 -7.69
H -2.43 -2.85 5.86
H 5.15 3.04 -4.98
H 7.37 0.24 -7.42
O 5.03 0.21 -9.62
H 3.77 2.51 -5.97
C -3.88 -2.64 1.08
C -1.09 0.31 -1.65
H -1.81 0.82 5.90
H -4.34 -1.78 6.93
H -0.21 1.22 2.14
O -3.33 1.48 1.46
H -2.30 -1.19 8.12
C -1.54 0.30 6.82
S 5.15 0.44 -8.20
H -4.30 -2.46 4.81
H -1.58 0.85 -2.45
H 2.89 4.84 -2.47
H 0.90 0.59 -2.42
H 4.08 -1.82 -5.61
N -4.80 -3.56 0.89
C -0.49 1.19 3.20
C 4.62 -1.57 -6.52
C -5.68 0.23 5.42
C -1.70 -2.20 6.34
H -1.18 -2.83 7.07
O -1.92 1.12 3.36
H -5.64 1.24 5.82
C -1.17 -0.94 0.37
H 6.80 -1.23 -8.24
H -2.28 -3.75 1.46
H 6.69 -1.81 -5.84
C 3.55 4.13 -2.96
O -3.04 -1.57 3.51
H -4.53 -4.50 0.65
C -1.85 -1.65 1.52
H 1.94 -0.67 -0.55
H -3.61 0.45 5.00
H -6.17 0.30 4.44
H -1.05 -1.94 2.19
H -6.32 -0.37 6.08
H 3.64 4.99 -4.97
H -0.14 2.10 3.69
H 4.58 4.45 -2.77
C -4.24 -1.50 4.29
H -5.79 -3.36 0.91
C 0.86 -0.53 -0.59
N -2.55 -2.88 1.00
H 3.98 2.47 -1.58
H -0.47 0.06 6.73
H 3.18 -0.89 -8.04
C 6.03 -1.03 -6.21
C 6.55 -0.45 -7.53
N -4.12 -1.35 1.39
B -2.72 0.66 2.36
H -2.92 -0.18 -0.63
H -5.07 -1.11 1.63
H 4.70 -2.48 -7.12
C -2.34 -0.99 7.04
O 4.93 0.86 -3.47
H -1.64 0.99 7.66
```

HOMO   -11.56 eV
Charge   +1
M   575.6 Da
Electronic energy   -68237.98388 eV
Frontier orbital gap   8.8 eV


# C24H44Br6O9

A cluster of 9 separate species, C24H44Br6O9 in total in a non-equilibrium geometry (ωB97M-V/def2-TZVPD, OMol25).

```
83
C24H44Br6O9 ωB97M-V/def2-TZVPD
Br -0.99 -2.44 6.62
O 1.16 2.95 -2.34
H 2.27 3.16 1.86
C -2.04 -2.58 4.91
H -4.40 -1.24 0.87
H 3.20 4.35 -4.31
Br 1.99 -0.19 1.76
O -0.34 -6.45 1.91
Br -1.56 -1.31 3.48
C -4.72 0.81 2.82
H -5.73 -2.65 -1.47
Br -2.10 -4.46 4.20
C -3.94 -2.91 -0.51
C -3.56 -1.68 0.34
H 4.09 5.38 -1.39
C -2.07 5.51 -1.42
H 5.32 -2.74 -2.29
H 1.43 -5.92 -0.44
H -0.21 -1.37 0.98
C -2.06 4.22 -0.69
H -4.05 2.38 1.63
Br -0.74 0.99 0.43
H 3.43 1.54 -3.66
O -4.56 0.32 3.94
C -3.64 1.40 1.90
O -3.14 5.86 -1.96
C -5.38 -3.18 -0.59
H 3.54 -2.83 -2.41
H -1.29 7.42 -1.58
H -3.07 -2.31 5.12
C 5.42 -2.34 0.39
H 0.66 -4.06 2.53
H -0.67 6.47 -0.08
H -2.72 -1.98 0.96
C 4.23 -2.77 -0.40
C 3.13 4.51 0.43
H 1.23 3.49 0.39
C 0.34 -5.82 -0.37
H 5.08 4.77 -0.15
C -0.91 6.49 -1.14
C 2.35 1.57 -3.85
C 4.42 -3.16 -1.85
H 2.33 1.50 -4.94
C 1.77 2.95 -3.37
O 3.87 -4.03 0.18
C 4.17 4.54 -0.70
C 4.26 -4.97 -0.67
H -5.88 -2.89 0.34
H -1.25 3.54 -0.93
H -5.51 -4.24 -0.76
H 1.84 0.75 -3.34
H 2.10 4.99 -3.26
H -6.04 0.99 1.12
C 0.45 -0.59 0.60
H 4.11 3.59 -1.22
Br 0.91 -1.23 -1.30
H 1.52 4.27 -4.91
O 4.59 -4.52 -1.84
H 0.00 -4.98 -0.97
H 6.00 -3.12 0.89
H -6.73 1.57 2.63
C 0.22 -4.13 1.54
C -6.09 0.80 2.20
H 3.51 -1.97 -0.25
H -0.30 -6.67 -0.59
C 2.23 3.31 0.78
H -2.79 1.66 2.52
C 2.16 4.21 -4.03
H 0.76 -3.62 0.74
H -2.95 3.60 -0.85
H -0.73 -3.64 1.72
O 2.91 5.55 1.08
H 5.00 -1.76 1.21
O 4.11 -6.17 -0.46
H -3.32 -0.97 -0.45
H 2.42 2.30 0.42
H -3.43 0.66 1.12
O -3.08 -3.69 -0.89
H 0.01 6.26 -1.68
H 6.01 -1.74 -0.30
H -2.23 4.46 0.36
C 0.06 -5.59 1.15
H -6.43 -0.17 2.55
```

HOMO   -9.19 eV
M   956.0 Da
SMILES string   C[C@H]1COC(=O)O1.BrC(Br)Br.BrC(Br)Br.CC(C)=O.CC(C)=O.CC(C)=O.CC(C)=O.CC(C)=O.CC(C)=O
Electronic energy   -464280.21157 eV
Frontier orbital gap   8.0 eV


# C24H44Cl3N2O4PbSi

A structure of composition C24H44Cl3N2O4PbSi in a non-equilibrium geometry (ωB97M-V/def2-TZVPD, OMol25).

```
79
C24H44Cl3N2O4PbSi ωB97M-V/def2-TZVPD
H -2.02 1.05 -4.03
C 1.60 -1.26 -4.75
H -2.37 0.91 -0.95
H 2.11 -5.33 1.21
O -0.24 1.03 0.93
H -2.47 -2.16 -3.43
C 1.10 0.08 -4.33
C -0.25 2.43 -2.18
C 0.98 1.85 -2.45
O -0.20 -1.56 2.78
H -1.19 4.34 0.40
C -2.49 -0.14 -1.29
H -2.05 -0.76 2.30
Cl 1.92 -2.91 -1.53
H 1.40 4.90 0.43
C -1.50 -1.08 3.20
H 0.91 -6.91 -0.76
C -3.39 -1.49 -3.06
H -4.00 -1.31 -3.94
N 0.39 3.22 1.22
H -3.91 -2.03 -2.27
C 1.49 4.17 1.25
H -1.06 4.38 2.18
H -1.32 1.01 3.72
C 0.64 1.91 1.10
C 0.27 0.65 -6.61
C 1.12 0.35 -2.81
Si 0.66 -4.45 -0.59
H 1.19 0.53 -7.20
C -1.29 0.04 4.23
H -0.33 1.45 -7.08
H 2.91 4.63 -2.56
C 0.13 -0.23 4.77
H -2.05 0.03 5.01
O 0.20 -0.44 -2.23
Pb 0.54 -1.35 0.27
H 1.50 4.72 2.20
H 1.31 -1.97 4.14
H -1.09 1.76 -1.99
H 2.14 0.06 -2.49
H -1.72 -4.67 -0.05
C -2.96 0.91 -3.46
H -3.14 1.80 -2.86
H 0.55 -6.17 -2.34
N -2.88 -0.25 -2.58
C 1.31 -4.57 1.18
H 0.06 -0.80 5.71
C 0.55 0.97 -5.18
C 0.75 4.61 -2.33
H 0.33 1.99 -4.87
H 2.44 -1.56 -4.11
C 1.13 -6.05 -1.41
H 2.43 3.62 1.13
C 0.81 -1.09 3.71
H 0.65 5.70 -2.32
H -0.31 -0.28 -6.71
H -1.68 2.90 1.36
H 2.20 -6.07 -1.65
H -1.43 -4.50 -1.82
H 1.94 -1.23 -5.79
H -2.05 -1.92 3.67
H 1.71 1.66 1.15
C -0.97 3.74 1.29
O -2.32 -1.08 -0.51
H 0.69 0.70 4.97
H 0.52 -4.89 1.89
H 0.80 -2.01 -4.65
H -1.37 4.25 -1.99
H 1.75 -3.64 1.57
C -0.38 3.81 -2.15
Cl -1.59 -3.28 -4.10
H -3.78 0.74 -4.16
Cl 2.91 -0.43 0.87
H 1.56 -0.53 3.13
H 3.09 2.12 -2.66
H -1.47 -3.07 -0.79
C 2.13 2.63 -2.53
C -1.15 -4.12 -0.82
C 2.01 4.02 -2.47
```

HOMO   -3.21 eV
Charge   -1
M   766.3 Da
Electronic energy   -87468.36697 eV
Frontier orbital gap   5.5 eV
Energy relative to the best compared isomer or geometry (same formula, charge and spin)   261.7 kJ/mol


# C24H44CrN3OP2

A structure of composition C24H44CrN3OP2 in a non-equilibrium geometry (ωB97M-V/def2-TZVPD, OMol25).

```
75
C24H44CrN3OP2 ωB97M-V/def2-TZVPD
H -3.73 3.63 -1.81
H 0.50 0.05 6.19
C 1.11 -1.24 3.06
H 2.97 -1.54 -4.33
H -2.06 4.62 2.42
C -1.23 3.13 1.10
H -3.30 -0.18 1.18
H 2.35 -2.92 2.58
H -0.81 0.47 -3.20
H -0.20 4.97 -1.18
H -3.62 1.48 -1.32
H -4.03 -0.59 -0.37
C 1.79 -2.65 -0.24
C 2.70 -1.56 -3.26
C 2.00 -2.27 3.40
H 3.69 -1.75 -0.90
P 0.62 -1.87 -1.43
H -2.86 4.79 -2.84
C -1.55 3.39 -1.90
H 2.55 -4.49 0.54
H -1.90 5.21 0.78
C -2.16 4.33 1.37
H -1.55 0.26 -3.19
H -0.28 4.77 -2.94
H -2.81 4.98 -1.08
H -0.88 0.50 1.17
C 0.91 -0.54 5.38
H -1.58 2.71 -2.77
O 2.31 1.57 -1.19
H 3.59 -2.20 0.81
H 3.02 -3.25 5.01
H 0.42 3.73 2.37
N -1.95 -0.73 -0.40
H 1.26 -4.77 -0.64
Cr -0.48 0.22 -1.17
C 1.20 -3.61 -3.56
C -2.82 4.25 -1.89
H 1.19 -2.54 0.68
H 2.10 -1.76 6.73
P -1.52 2.23 -0.50
H 0.59 4.29 0.69
C 3.03 -1.78 -0.03
H 3.46 -2.19 -2.76
H -3.80 2.00 0.37
H 0.65 3.60 -1.97
C 1.25 1.05 -1.09
C 0.25 3.45 1.31
H 0.60 -1.54 -3.74
H -2.97 -2.56 -0.48
C -1.95 -2.17 -0.26
N 0.50 -0.98 1.86
H -3.22 4.09 1.19
C 1.29 -2.14 -3.12
H -0.92 1.19 3.69
C 0.60 -0.36 4.03
H -0.68 -3.85 -0.86
H 2.78 -0.54 -2.88
H -1.49 2.32 1.81
H 1.44 -3.65 -4.62
N -0.33 0.45 3.34
C -0.93 -2.84 -1.21
H -1.76 -2.52 0.79
C -0.33 0.04 2.04
C 2.35 -2.43 4.72
C -3.17 1.42 -0.32
H 2.75 -0.75 0.23
C -3.15 -0.07 0.08
C 1.81 -1.57 5.70
H 0.19 -4.02 -3.42
H 1.92 -4.24 -3.02
C 2.14 -4.14 -0.42
C -0.26 4.23 -1.99
H 2.91 -4.33 -1.18
H -1.39 -2.91 -2.20
H 0.90 2.59 1.09
```

HOMO (alpha / beta)   -10.09 / -10.83 eV
Charge   +1
M   504.6 Da
Electronic energy   -79112.46898 eV
Frontier orbital gap (alpha / beta)   7.6 / 7.3 eV
⟨S²⟩   6.035
Multiplicity   5